1.
DFT (wB97M-V/def2-TZVPD) results for C45H51BrFN3O5S3SbSr as an isolated structure in a non-equilibrium geometry.

XYZ file:
```
111
Properties=species:S:1:pos:R:3:forces:R:3:mulliken_spin:R:1
Sb -3.613067 1.749837 2.088214 0.0 -0.2 0.1 0.00
Sr 0.530380 -0.247580 0.420987 0.6 1.0 -0.7 0.01
Br -2.357851 0.089025 -6.902373 0.0 0.0 -0.1 0.00
S -4.646718 3.739612 2.345741 0.0 0.1 0.0 0.00
S -1.493932 2.136969 0.845541 -0.3 0.0 -0.2 0.00
S -3.115855 1.415882 -0.325376 0.1 0.1 0.0 0.00
F 4.710234 -5.051474 -2.870090 0.0 0.0 0.0 0.00
O -0.877588 -0.645184 -1.896729 0.0 -0.2 -0.1 -0.01
O -2.031168 -3.350439 1.878654 -0.2 -0.1 0.1 0.00
O 1.111943 -2.358837 -0.639031 0.1 0.7 -0.2 0.12
O -0.423724 -1.813607 1.742191 -0.2 -0.1 0.4 0.00
O 0.097102 1.664577 -1.661028 0.1 0.1 0.0 0.00
N 0.517132 -6.269777 0.503510 -0.1 -0.1 -0.1 0.00
N 0.132822 4.192060 -2.474014 0.0 -0.1 -0.2 0.00
N -0.222004 4.690802 -4.617694 0.0 -0.1 0.1 0.00
C 2.786984 2.696774 4.052935 0.0 0.0 -0.1 0.00
C 1.633003 -5.966592 -0.291384 0.0 0.1 0.0 0.10
C 3.699478 -5.344866 -1.994102 0.1 0.0 0.0 -0.18
C 4.515483 -1.249132 -1.184996 0.0 0.0 0.0 0.02
C -1.604890 0.641468 -5.249890 0.0 0.0 0.2 0.00
C 0.791332 8.103223 -3.581026 0.0 0.0 0.0 0.00
C 3.336662 1.677202 -0.240934 0.0 -0.2 -0.2 0.00
C 5.421020 2.113659 -1.644367 0.0 -0.1 0.0 0.00
C -0.972881 0.106614 -3.006900 0.0 0.1 0.1 -0.01
C -0.228257 3.722427 -3.644191 0.0 0.1 0.1 0.00
C -1.186209 1.934455 -5.097187 0.0 0.0 0.0 0.00
C 2.545606 -6.941153 -0.642805 0.0 0.0 0.0 -0.03
C 0.373253 7.153829 -4.496704 0.0 0.0 0.0 0.00
C 0.631274 1.515166 3.698292 0.0 0.0 0.0 0.00
C 1.646457 2.458559 3.045494 0.0 0.0 0.0 0.00
C 2.881193 0.604632 1.722768 0.0 -0.1 0.0 0.01
C 0.391999 5.534388 -2.670543 0.0 0.0 0.0 0.00
C -0.917681 -2.967343 1.521130 0.0 -0.1 0.0 -0.02
C 0.967269 -3.562826 -0.226729 -0.1 -0.5 0.2 0.38
C 1.006401 7.782788 -2.234029 0.0 0.0 0.0 0.00
C 0.148212 -7.643852 0.846049 0.0 0.0 0.0 0.00
C -1.355597 -7.873033 0.712021 0.0 0.0 0.0 0.00
C 0.810964 6.500169 -1.759687 0.0 0.0 -0.1 0.00
C 3.610864 -6.639042 -1.524033 0.0 0.1 0.0 0.34
C -0.208965 -5.243648 1.053340 -0.1 0.1 0.1 0.22
C 4.484373 -0.742602 0.258166 0.0 0.0 0.0 -0.02
C 3.885048 2.188476 -1.578091 0.1 0.1 0.0 0.00
C 1.788541 -4.609074 -0.717858 0.1 -0.2 0.0 -0.10
C 0.882071 -8.645985 -0.037785 0.0 0.0 0.0 0.00
C 3.569551 3.681555 -1.743116 0.1 0.0 0.0 0.00
C -0.619124 2.339546 -3.875228 0.0 0.0 0.0 0.00
C 2.843119 -4.337974 -1.634587 0.0 0.0 0.0 0.16
C 4.037722 -1.946961 1.106151 0.0 0.0 0.0 -0.01
C 2.522794 2.495511 0.573892 -0.2 0.1 0.0 0.00
C 5.909724 -0.405182 0.729749 0.0 0.1 0.0 0.00
C 2.364659 -8.334510 -0.114081 0.0 0.0 0.0 -0.01
C 3.555910 0.458809 0.481923 0.0 -0.1 0.1 0.00
C -1.518924 -1.921676 -1.901585 0.0 0.0 0.0 0.01
C 0.179656 5.866328 -4.014811 0.0 0.1 0.0 0.00
C 3.274336 1.484727 -2.801971 0.0 0.0 0.0 0.00
C -0.474439 1.418733 -2.840929 -0.1 -0.1 -0.1 0.00
C 2.239425 1.853979 1.786697 0.1 -0.1 0.2 0.00
C 0.987253 3.805871 2.760762 0.0 0.1 0.0 0.00
C -0.028102 -3.937121 0.762825 0.0 -0.3 0.0 -0.19
C -1.519864 -0.289017 -4.211041 0.0 0.0 0.1 0.00
H -0.235078 1.344904 3.056395 0.0 0.0 0.0 0.00
H -1.482581 -2.284834 -0.881534 0.0 0.0 0.0 0.00
H 1.081617 0.546515 3.918435 0.0 -0.1 0.0 0.00
H 2.971148 -3.337677 -2.012604 0.0 0.0 0.0 0.13
H 5.889805 -0.131653 1.785925 0.0 0.0 0.0 0.00
H 0.440558 -7.834621 1.890960 0.0 0.0 0.0 0.00
H 2.877653 -9.049418 -0.762360 0.0 0.0 0.0 0.00
H 2.867890 -0.136935 2.509106 0.1 0.0 0.1 0.00
H -1.577239 -8.926924 0.892338 0.0 0.0 0.0 0.00
H 2.171829 3.481477 0.314458 0.0 0.1 0.0 0.00
H 5.856128 2.579242 -0.758348 0.0 0.0 0.0 0.00
H -0.972218 -2.609990 -2.547982 -0.1 0.0 0.0 0.00
H 5.107252 -2.166362 -1.244378 0.0 0.0 0.0 -0.01
H 4.045300 4.274762 -0.960100 0.0 0.0 0.0 0.00
H 4.946432 -0.536171 -1.879398 0.0 0.0 -0.1 0.00
H -2.558462 -1.798649 -2.211886 0.0 -0.1 0.0 0.00
H 3.015324 -2.242780 0.878640 -0.1 0.0 0.0 0.01
H 0.208860 7.408798 -5.535011 0.0 0.0 0.0 0.00
H -1.313785 2.630930 -5.914312 0.0 0.0 0.0 0.00
H 3.278915 1.757468 4.304645 0.0 -0.1 0.0 0.00
H 5.800485 1.098591 -1.707427 0.0 0.0 0.0 0.00
H 0.172776 3.730013 2.038967 0.0 0.0 0.0 0.00
H 1.330819 8.559376 -1.554525 0.0 0.0 0.0 0.00
H 2.257801 1.838698 -2.969176 -0.1 0.0 0.0 0.00
H 4.676022 -2.805833 0.879627 0.0 0.0 0.0 0.00
H 0.954963 9.120904 -3.911172 0.0 0.0 0.0 0.00
H -1.680445 -7.617686 -0.297653 0.0 0.0 0.0 0.00
H 6.564860 -1.273504 0.611357 0.0 0.0 0.0 0.00
H 5.778302 2.651628 -2.528361 0.0 0.0 0.0 0.00
H -1.942532 -7.283935 1.411269 0.0 0.0 0.0 0.00
H 1.722024 4.511241 2.368554 0.0 0.0 0.0 0.00
H 0.577113 4.226884 3.682755 0.0 0.0 0.0 0.00
H 3.940781 4.029649 -2.712207 0.0 0.0 0.0 0.00
H 0.258724 1.932222 4.639026 0.0 0.0 0.0 0.00
H 2.811819 -8.439819 0.882765 0.0 0.0 0.0 0.00
H 3.503665 -1.484927 -1.515753 0.0 0.0 0.0 0.00
H 0.272345 2.632448 -1.558201 -0.1 0.0 0.0 0.00
H 6.344129 0.428486 0.182439 0.0 0.0 0.0 0.00
H 4.319992 -7.392572 -1.834645 0.0 0.0 0.0 0.05
H -0.975562 -5.514689 1.761446 0.0 0.0 0.0 0.03
H 0.971470 6.235561 -0.724527 0.0 0.0 0.1 0.00
H -0.449007 4.556199 -5.586577 0.0 0.0 0.1 0.00
H 3.538056 3.361192 3.621327 0.0 0.0 0.0 0.00
H 0.693683 -9.647160 0.360448 0.0 0.0 0.0 0.00
H 3.227232 0.406325 -2.685737 0.0 0.0 0.0 0.00
H 4.124663 -1.745680 2.172607 0.0 0.0 0.1 0.00
H -1.885160 -1.294264 -4.348791 0.0 0.0 0.0 0.00
H 3.855862 1.709945 -3.701559 0.0 0.0 -0.1 0.00
H 0.453613 -8.610327 -1.044799 0.0 0.0 0.0 0.00
H 2.502096 3.867858 -1.710973 -0.1 0.0 0.0 0.00
H 2.405649 3.149470 4.973045 0.0 0.0 0.1 0.00
```
Forces are in eV/Å.

HOMO energy (alpha / beta)   0.0 / -2.3 eV
Spin multiplicity   2
Frontier orbital gap (alpha / beta)   3.35 / 5.67 eV
Total charge   -2



2.
DFT (wB97M-V/def2-TZVPD) results for a 6-piece molecular cluster, C45H51BrO4 overall in a non-equilibrium geometry.

XYZ file:
```
101
Properties=species:S:1:pos:R:3:forces:R:3:lowdin_charge:R:1
Br -1.751916 3.953333 0.830277 -0.3 0.1 -1.1 0.75
O 1.089815 1.064415 -2.325939 0.9 -0.6 -0.4 -0.09
O -1.789373 2.453285 -2.998439 1.0 -1.2 -0.5 -0.03
O 0.006152 3.439500 -3.895472 -0.2 -0.4 0.1 0.17
O -0.112508 1.243115 -4.261926 -0.9 -0.3 1.6 0.04
C -0.023967 -6.142178 3.588375 0.0 0.0 0.0 -0.10
C 2.454506 -0.590040 -1.061602 1.9 1.0 0.0 -0.11
C -1.472962 2.445761 -1.578492 1.3 0.4 0.3 -0.23
C 0.404600 -5.567398 2.398345 0.1 0.0 0.0 -0.10
C 4.473108 7.588785 0.942628 0.0 0.0 0.0 -0.10
C -3.016189 -8.577073 1.075209 0.0 0.0 0.0 -0.09
C -1.506042 1.557517 3.442863 0.0 -0.1 0.1 -0.12
C 5.834442 5.932211 2.036104 0.0 0.0 0.0 -0.10
C -1.681579 -8.224195 0.916291 0.0 0.0 0.0 -0.10
C -2.313963 1.571234 6.102412 0.0 0.0 0.0 -0.10
C -3.491108 -7.783081 -1.147029 0.0 0.0 0.0 -0.10
C -2.155175 -7.435074 -1.308018 0.0 0.0 0.0 -0.10
C -2.624397 2.644851 5.276226 0.0 -0.1 0.0 -0.09
C -0.594917 2.417981 -3.715679 0.6 1.6 -0.4 -0.51
C 0.880204 -6.360387 4.620690 0.0 0.0 0.0 -0.09
C -5.928694 2.069730 -6.434602 0.0 0.0 0.0 -0.10
C 3.290503 1.790520 -1.570004 0.7 -2.3 1.2 0.05
C -1.600677 0.490536 5.598338 0.0 0.0 0.0 -0.10
C 5.589790 2.681836 -0.739594 -1.0 -0.8 0.3 -0.06
C -2.642247 2.962162 -0.665949 0.5 -2.2 0.4 -0.58
C 1.429416 -1.771130 -1.087798 0.2 0.6 -0.4 -0.34
C 3.731943 -0.802100 -0.345954 -0.7 1.7 -0.8 -0.02
C 0.558150 -1.868230 -2.394141 -0.7 -0.1 0.8 -0.08
C 4.531211 1.540080 -0.853485 -1.3 -0.8 0.0 -0.24
C -1.200276 0.481324 4.267934 0.0 0.0 0.0 -0.09
C 0.479336 -1.598993 0.173821 -0.1 -0.4 -1.0 -0.05
C -4.735240 2.267230 -5.750494 -0.1 0.0 0.0 -0.09
C 1.203246 0.945973 -3.735878 -0.2 0.4 -1.2 -0.16
C -2.216314 2.640347 3.947333 -0.1 0.0 0.1 -0.13
C 4.733543 0.231310 -0.225652 -1.5 0.3 -0.9 -0.04
C -3.300240 1.686775 0.031158 0.1 0.5 0.0 -0.14
C 2.646142 -5.441262 3.268483 0.0 0.0 0.0 -0.10
C 4.642340 6.294532 1.419156 0.1 0.0 0.0 -0.10
C 2.215048 -6.007655 4.461606 0.0 0.0 0.0 -0.10
C 2.278897 0.723271 -1.656559 1.7 0.2 0.8 -0.17
C -7.135956 2.154039 -4.353841 0.0 0.0 0.0 -0.10
C -5.942845 2.356917 -3.670383 0.0 0.0 -0.1 -0.10
C 5.493141 8.521071 1.087167 0.0 0.0 0.0 -0.10
C -4.741817 2.408716 -4.368197 0.0 0.0 0.1 -0.08
C 6.852777 6.865760 2.183782 0.0 0.0 0.0 -0.10
C -3.920157 -8.358307 0.042653 0.0 0.0 0.0 -0.10
C 1.741684 -5.219345 2.237100 -0.1 0.0 0.1 -0.10
C 6.680954 8.161395 1.711784 0.0 0.0 0.0 -0.10
C -1.250645 -7.657174 -0.276886 0.0 0.0 0.0 -0.10
C -7.128198 2.008990 -5.735508 0.0 0.0 0.0 -0.10
H 0.849085 -2.240373 1.009360 -0.5 0.8 -0.4 0.07
H -3.351854 -9.022785 2.004420 0.0 0.0 0.0 0.10
H -1.190534 1.552325 2.406369 0.0 0.0 0.1 0.06
H -0.302276 -5.391243 1.595656 0.0 0.0 0.0 0.10
H 5.584711 3.109351 0.300278 0.1 -0.5 -0.9 0.07
H -3.799171 2.310919 -6.295314 0.0 0.0 0.0 0.10
H -0.976786 -8.392171 1.722261 0.0 0.0 0.0 0.10
H 2.077865 -4.775114 1.306745 0.0 0.0 0.0 0.09
H 5.273465 3.499149 -1.429429 0.7 -0.6 0.4 0.08
H -4.960638 -8.635867 0.165738 0.0 0.0 0.0 0.10
H 0.443341 -0.511496 0.423352 0.0 -0.9 0.2 0.08
H -0.557579 3.087833 -1.444925 -1.0 -0.4 -0.1 0.10
H 7.473686 8.890724 1.830168 0.0 0.0 0.0 0.10
H 3.877260 -1.793425 0.134462 0.0 0.8 -0.4 0.11
H 5.664742 0.025425 0.354275 -0.9 0.2 -0.6 0.11
H 5.361791 9.529822 0.713118 0.0 0.0 0.0 0.10
H -0.172658 -1.012148 -2.394924 0.8 -0.8 -0.4 0.08
H -1.357212 -0.346033 6.243294 0.0 0.0 0.0 0.10
H 1.907661 1.674449 -4.210175 -0.3 -0.4 0.8 0.15
H -3.183952 3.486077 5.668433 0.0 0.0 0.0 0.10
H -2.452857 3.481053 3.304522 0.0 -0.2 0.2 0.02
H -0.559140 -1.907542 -0.138946 1.0 0.1 0.6 0.08
H -2.628205 1.577272 7.139694 0.0 0.0 0.0 0.10
H -8.071852 2.108939 -3.808946 0.0 0.0 0.0 0.10
H -1.064654 -6.419733 3.711573 0.0 0.0 0.0 0.10
H 0.544710 -6.805671 5.550063 0.0 0.0 0.0 0.10
H -0.208101 -7.387252 -0.402860 0.0 0.0 0.0 0.10
H 1.462080 -0.081774 -4.091701 -0.4 0.8 0.5 0.13
H 6.590007 2.241888 -0.961151 -0.7 0.7 0.0 0.08
H -5.949350 2.473862 -2.592316 0.0 0.0 0.0 0.09
H 3.688463 -5.171561 3.142313 0.0 0.0 0.0 0.10
H -1.819435 -6.990754 -2.237867 0.0 0.0 0.0 0.10
H -4.197530 -7.606600 -1.949627 0.0 0.0 0.0 0.10
H 3.845714 5.567786 1.308756 0.0 0.0 0.0 0.10
H -3.586165 1.933479 1.086506 -0.2 -0.2 -1.1 0.06
H -5.923778 1.961933 -7.512952 0.0 0.0 0.0 0.10
H -0.084903 -2.790986 -2.310844 0.8 0.8 -0.2 0.09
H 2.044842 -2.715302 -1.050057 -0.6 0.9 0.3 0.13
H -8.058472 1.849181 -6.268451 0.0 0.0 0.0 0.10
H 7.781115 6.583905 2.666820 0.0 0.0 0.0 0.10
H -3.810794 2.560119 -3.834711 -0.1 0.0 -0.1 0.08
H -0.648443 -0.364273 3.873646 0.0 0.0 0.0 0.10
H 3.545468 7.870735 0.458378 0.0 0.0 0.0 0.10
H -3.389909 3.604460 -1.181494 0.8 -0.3 0.5 0.10
H -1.133330 1.401144 -1.327228 -0.7 1.0 0.1 0.12
H 2.919584 -6.175550 5.267592 0.0 0.0 0.0 0.10
H 3.141555 2.790728 -2.033803 -0.2 -1.0 0.3 0.12
H 5.969468 4.920970 2.403064 0.0 0.1 0.0 0.10
H -2.563096 0.840389 0.117672 -0.6 0.9 -0.2 0.07
H 1.151337 -1.925270 -3.339373 -0.5 0.1 0.9 0.08
H -4.158871 1.338137 -0.593648 0.5 0.2 0.7 0.08
```
Forces are in eV/Å.

HOMO energy   -8.9 eV
Frontier orbital gap   9.41 eV
Total charge   0
Structure (SMILES)   Cc1ccc(C(C)C)c(OCOC(=O)OC[C@@H](C)Br)c1.c1ccccc1.c1ccccc1.c1ccccc1.c1ccccc1.c1ccccc1